{
  "formula": "C2H5O",
  "method": "wB97M-V/def2-TZVPD",
  "symbols": ["C", "C", "O", "H", "H", "H", "H", "H"],
  "coordinates": [[0.152204, 0.663397, -0.546422], [-0.104712, -0.583998, 0.425854], [0.326389, -1.828509, 0.030397], [-0.375757, 1.389561, 0.026268], [-0.204887, 0.479308, -1.555536], [1.232935, 0.753915, -0.451546], [0.230767, -0.120832, 1.429784], [-1.256940, -0.752844, 0.641200]],
  "atomic_forces_ev_per_a": [[0.08, -2.45, 1.43], [-1.60, -1.88, -0.31], [0.50, 1.87, 0.54], [-0.35, 1.41, -0.17], [0.02, 0.16, -0.07], [0.07, 0.48, -0.52], [0.30, -0.73, -0.48], [0.98, 1.13, -0.42]],
  "multiplicity": 1,
  "smiles": "CC[O-]",
  "energy_ha": -154.3947,
  "largest_force_ev_per_a": 2.83,
  "homo_ev": -1.858,
  "e_lumo_ha": 0.18753,
  "total_charge": -1,
  "gap_ev": 6.96
}


{
  "formula": "C17H24N4O4S2",
  "method": "wB97M-V/def2-TZVPD",
  "symbols": ["C", "N", "C", "C", "N", "C", "S", "N", "C", "O", "C", "C", "C", "C", "S", "O", "O", "N", "C", "C", "O", "C", "C", "C", "C", "C", "C", "H", "H", "H", "H", "H", "H", "H", "H", "H", "H", "H", "H", "H", "H", "H", "H", "H", "H", "H", "H", "H", "H", "H", "H"],
  "coordinates": [[0.181614, 3.507683, -0.594173], [0.929230, 3.180126, 0.605527], [2.138278, 2.437159, 0.306532], [2.952715, 2.257316, 1.584749], [2.167247, 1.538252, 2.564187], [2.719846, 0.582386, 3.323782], [4.333038, 0.240724, 3.345998], [1.881608, -0.159211, 4.165278], [0.786682, -0.925603, 3.846154], [0.172943, -1.518469, 4.702570], [0.418170, -0.977614, 2.400089], [-0.926479, -0.868436, 2.051336], [-1.295196, -0.859545, 0.717834], [-0.318080, -0.990587, -0.251746], [-0.767820, -0.739672, -1.965513], [0.326303, -1.166336, -2.792344], [-1.210217, 0.620412, -2.088494], [-2.112733, -1.728082, -2.086484], [-3.156618, -1.276615, -2.988826], [-2.824685, -1.661631, -4.431869], [-2.604526, -3.050683, -4.541707], [-1.523572, -3.460820, -3.732290], [-1.785162, -3.131075, -2.258719], [1.009355, -1.177585, 0.082684], [1.382067, -1.176507, 1.416145], [0.897655, 2.181485, 2.833485], [0.119080, 2.424789, 1.541070], [-0.671869, 4.123660, -0.315643], [0.822228, 4.083148, -1.259411], [-0.182538, 2.618768, -1.127820], [2.730051, 3.007946, -0.411109], [1.911663, 1.449340, -0.134323], [3.867124, 1.697608, 1.385951], [3.217660, 3.242495, 1.984544], [2.276211, -0.368168, 5.076395], [-1.663661, -0.763421, 2.832717], [-2.321700, -0.733510, 0.413851], [-3.228263, -0.194663, -2.882696], [-4.094312, -1.747630, -2.677522], [-3.655747, -1.430781, -5.100086], [-1.927188, -1.110189, -4.751022], [-1.427196, -4.538051, -3.876465], [-0.600089, -2.957879, -4.050452], [-0.899858, -3.342541, -1.657701], [-2.629638, -3.718561, -1.884504], [1.731982, -1.306322, -0.708172], [2.416484, -1.327891, 1.684057], [0.305318, 1.585297, 3.526557], [1.108781, 3.155670, 3.294329], [-0.773275, 3.008793, 1.777811], [-0.202911, 1.465020, 1.105457]],
  "atomic_forces_ev_per_a": [[0.00, -0.04, 0.03], [0.04, 0.02, 0.04], [0.07, 0.15, 0.23], [0.25, 0.01, -0.63], [0.00, -0.36, 0.31], [0.44, 0.26, -0.19], [0.44, -0.16, 0.15], [-0.12, 0.16, 0.50], [-0.11, 0.11, -0.12], [-0.12, -0.09, 0.04], [-0.18, -0.27, -0.28], [0.14, 0.00, 0.00], [-0.09, 0.00, 0.12], [-0.07, -0.03, -0.44], [-0.19, -0.05, 0.53], [0.02, -0.22, 0.14], [-0.32, -0.03, -0.04], [0.81, 0.73, 0.23], [-0.18, 0.30, -0.55], [-0.16, 0.20, 0.15], [-0.17, -0.10, -0.04], [0.19, -0.10, 0.22], [0.20, -0.54, -0.27], [0.05, -0.08, -0.18], [-0.22, -0.01, 0.04], [-0.62, 0.13, -0.02], [0.10, 0.02, 0.15], [-0.08, 0.05, -0.06], [-0.02, 0.05, -0.09], [0.01, 0.03, 0.00], [0.02, -0.05, -0.01], [0.05, 0.07, 0.00], [-0.14, 0.12, 0.06], [0.04, -0.07, 0.02], [-0.01, -0.03, -0.23], [-0.08, 0.00, 0.07], [-0.16, 0.01, 0.06], [-0.22, -0.04, -0.09], [0.08, 0.05, 0.01], [0.08, 0.09, 0.05], [-0.09, -0.02, -0.05], [0.06, 0.06, 0.07], [-0.11, -0.14, -0.01], [-0.04, -0.25, 0.03], [0.10, 0.03, 0.02], [0.14, -0.03, -0.03], [0.13, 0.03, 0.03], [0.08, 0.11, -0.04], [-0.05, -0.09, 0.02], [-0.02, -0.06, 0.02], [0.02, 0.08, 0.04]],
  "multiplicity": 1,
  "smiles": "CN1CCN(C(=S)NC(=O)c2ccc(S(=O)(=O)N3CCOCC3)cc2)CC1",
  "energy_ha": -1978.5481,
  "largest_force_ev_per_a": 1.11,
  "homo_ev": -8.548,
  "e_lumo_ha": -0.00768,
  "gap_ev": 8.34
}


{
  "formula": "C6H18FO6",
  "method": "wB97M-V/def2-TZVPD",
  "symbols": ["F", "C", "C", "O", "O", "H", "H", "H", "H", "H", "H", "C", "C", "O", "O", "H", "H", "H", "H", "H", "H", "C", "C", "O", "O", "H", "H", "H", "H", "H", "H"],
  "coordinates": [[-1.118781, 0.259719, -0.323857], [1.333963, -4.278238, -1.380418], [1.377582, -2.784208, -1.298206], [0.481975, -2.346588, -0.327312], [0.151863, -4.696588, -2.039158], [1.403818, -4.696311, -0.364695], [2.226108, -4.655486, -1.902790], [1.095361, -2.403764, -2.294426], [2.417981, -2.453583, -1.151081], [0.445331, -1.376274, -0.343927], [0.262107, -5.600631, -2.340702], [-2.187326, 3.271175, 0.500011], [-1.825938, 3.606104, -0.941259], [-1.077005, 2.624643, -1.621175], [-2.998403, 2.149288, 0.664072], [-2.703859, 4.146026, 0.918343], [-1.270044, 3.180220, 1.107228], [-1.279513, 4.558890, -0.930118], [-2.763216, 3.754313, -1.499468], [-1.095987, 1.773872, -1.133050], [-2.552732, 1.361090, 0.274147], [1.664546, 0.941675, 1.412419], [0.933747, -0.005035, 2.354992], [-0.444104, 0.295931, 2.481737], [1.411494, 0.615555, 0.054483], [2.738854, 0.838439, 1.601991], [1.362544, 1.975189, 1.628172], [1.398886, 0.054206, 3.344647], [1.044665, -1.023698, 1.960260], [-0.860849, 0.224334, 1.598031], [0.426936, 0.689736, -0.008895]],
  "atomic_forces_ev_per_a": [[-0.07, 0.48, 0.46], [0.62, -0.57, 0.33], [0.03, 0.31, -0.93], [0.09, 0.10, 0.37], [-0.22, -0.04, -0.12], [-0.25, 0.08, -0.02], [-0.10, 0.21, -0.17], [0.00, 0.00, 0.09], [-0.09, -0.03, 0.37], [-0.22, -0.03, -0.01], [0.02, -0.03, 0.08], [0.72, 0.44, 0.19], [-0.41, -0.33, -0.08], [0.22, 0.31, 0.16], [-0.37, -0.61, -0.32], [-0.19, -0.18, -0.09], [0.05, -0.14, -0.20], [0.06, -0.08, -0.09], [-0.02, 0.18, 0.11], [-0.04, -0.26, -0.05], [0.12, 0.34, 0.23], [0.16, -0.41, -0.04], [-0.15, 0.03, -0.31], [-0.04, 0.12, 0.03], [-0.05, 0.36, 0.63], [0.02, 0.08, -0.15], [0.06, 0.00, 0.05], [-0.24, -0.01, 0.06], [0.22, 0.01, 0.13], [0.13, -0.05, 0.02], [-0.07, -0.27, -0.76]],
  "multiplicity": 1,
  "energy_ha": -790.7655,
  "largest_force_ev_per_a": 0.98,
  "homo_ev": -6.117,
  "e_lumo_ha": 0.11071,
  "total_charge": -1,
  "gap_ev": 9.13
}


{
  "formula": "C6H7FOS",
  "method": "wB97M-V/def2-TZVPD",
  "symbols": ["C", "C", "C", "C", "C", "C", "O", "F", "S", "H", "H", "H", "H", "H", "H", "H"],
  "coordinates": [[-1.341460, -1.511094, -2.162490], [-0.423352, -1.239152, -1.447090], [0.344733, -0.835375, 0.797094], [0.614069, 0.474167, 1.704162], [0.040160, 1.335949, -0.645778], [0.454088, -0.492736, -0.647113], [-1.674616, 1.647789, 1.338258], [1.721604, -0.606219, -1.099756], [-0.293645, 1.868243, 0.994000], [-2.010382, -2.136801, -2.713853], [0.932835, -1.630167, 0.952375], [-0.839567, -1.010391, 0.994212], [0.450045, 0.332451, 2.716747], [1.720474, 0.657876, 1.602933], [1.040882, 1.779408, -1.049760], [-0.735867, 1.366050, -1.333940]],
  "atomic_forces_ev_per_a": [[-0.49, -1.60, -0.60], [-0.92, 0.75, -0.97], [-5.47, 4.43, 1.24], [2.74, -1.58, -3.42], [4.17, -3.30, -0.75], [-0.51, 3.80, 1.53], [-2.53, -0.37, 0.31], [1.28, 0.09, -0.25], [2.19, 0.30, 0.39], [-0.17, 0.45, -0.06], [2.01, -3.04, 1.32], [2.89, -0.23, -0.45], [-0.83, -0.11, 1.92], [-0.90, 0.31, 0.06], [-1.92, -0.59, 0.76], [-1.56, 0.70, -1.03]],
  "multiplicity": 1,
  "energy_ha": -805.9528,
  "largest_force_ev_per_a": 7.14,
  "homo_ev": -9.068,
  "e_lumo_ha": 0.02621,
  "gap_ev": 9.78
}


{
  "formula": "C19H20ClN3O3S",
  "method": "wB97M-V/def2-TZVPD",
  "symbols": ["O", "C", "C", "C", "C", "C", "N", "S", "O", "O", "C", "C", "C", "C", "C", "C", "N", "N", "C", "C", "C", "C", "C", "C", "Cl", "C", "C", "H", "H", "H", "H", "H", "H", "H", "H", "H", "H", "H", "H", "H", "H", "H", "H", "H", "H", "H", "H"],
  "coordinates": [[2.758568, 1.491900, 0.636407], [1.915992, 1.505198, -0.248220], [2.307607, 1.551214, -1.722782], [3.593645, 0.752395, -1.958762], [3.318615, -0.729037, -2.282803], [2.109443, -1.205866, -1.532431], [1.040153, -1.425087, -2.187380], [-0.428632, -1.548249, -1.466356], [-0.995083, -0.220240, -1.526686], [-1.184330, -2.611262, -2.044383], [-0.057827, -1.902712, 0.240347], [-1.055145, -2.309189, 1.103119], [-0.769581, -2.493862, 2.444883], [0.518689, -2.261433, 2.909263], [1.522057, -1.870513, 2.044020], [1.241175, -1.691619, 0.687849], [2.250197, -1.327478, -0.188412], [0.596728, 1.542939, 0.001507], [0.098435, 1.589829, 1.359562], [-1.219382, 2.367876, 1.423150], [-2.307509, 1.611843, 0.713667], [-2.710835, 1.962752, -0.566990], [-3.665452, 1.224057, -1.240629], [-4.224387, 0.119146, -0.623621], [-5.401476, -0.824507, -1.458747], [-3.848754, -0.241637, 0.659763], [-2.891107, 0.505488, 1.318248], [1.491962, 1.196801, -2.351931], [2.488350, 2.604056, -1.953619], [4.163501, 1.183013, -2.781966], [4.198348, 0.840217, -1.052316], [4.191181, -1.335893, -2.035651], [3.097348, -0.842827, -3.343026], [-2.040719, -2.470914, 0.698600], [-1.542763, -2.810499, 3.126983], [0.743474, -2.390705, 3.957123], [2.522143, -1.688355, 2.407307], [3.128289, -1.045541, 0.228591], [-0.072664, 1.252663, -0.707066], [-0.060218, 0.576372, 1.749282], [0.869162, 2.074809, 1.964919], [-1.484409, 2.507054, 2.472946], [-1.078453, 3.348510, 0.967173], [-2.268813, 2.820989, -1.051379], [-3.963597, 1.493830, -2.241103], [-4.303317, -1.098021, 1.134149], [-2.590613, 0.222480, 2.317396]],
  "atomic_forces_ev_per_a": [[0.29, 0.05, 0.23], [-0.19, 0.19, -0.33], [0.34, -0.05, 0.13], [-0.04, 0.07, 0.02], [0.05, 0.08, -0.02], [0.82, -0.20, 0.42], [-1.26, -0.27, -0.28], [0.31, 0.26, 0.18], [-0.03, -0.30, -0.07], [0.11, -0.17, 0.09], [0.25, 0.20, -0.90], [-0.10, -0.13, 0.22], [-0.14, 0.02, -0.18], [0.12, 0.05, -0.09], [-0.08, 0.04, -0.10], [-0.17, -0.15, 0.29], [0.36, 0.04, 0.06], [-0.33, 0.00, 0.10], [0.10, 0.26, 0.28], [0.16, -0.25, -0.02], [-0.08, 0.22, 0.04], [-0.10, 0.00, 0.16], [-0.11, -0.07, 0.01], [0.17, 0.19, 0.08], [-0.23, -0.17, -0.16], [-0.02, -0.01, -0.04], [-0.02, 0.06, -0.07], [-0.07, 0.10, -0.07], [-0.08, -0.02, 0.01], [0.03, -0.03, 0.04], [0.01, 0.04, -0.13], [0.00, -0.06, -0.04], [-0.01, -0.09, 0.08], [-0.17, -0.06, 0.03], [-0.09, -0.03, 0.05], [0.04, -0.01, 0.08], [0.12, 0.01, 0.04], [-0.15, 0.05, -0.15], [0.28, 0.08, -0.06], [0.05, 0.07, 0.05], [-0.13, -0.13, -0.02], [0.00, 0.05, 0.00], [0.00, 0.05, 0.06], [0.06, 0.11, -0.05], [-0.05, -0.01, -0.10], [-0.07, -0.08, 0.02], [0.03, -0.03, 0.12]],
  "multiplicity": 1,
  "smiles": "O=C(CCCC1=NS(=O)(=O)c2ccccc2N1)NCCc1ccc(Cl)cc1",
  "energy_ha": -1984.4450,
  "largest_force_ev_per_a": 1.32,
  "homo_ev": -8.765,
  "e_lumo_ha": 0.01777,
  "gap_ev": 9.25
}


{
  "formula": "C20H28CsN7O7P2",
  "method": "wB97M-V/def2-TZVPD",
  "symbols": ["Cs", "C", "N", "C", "C", "N", "C", "C", "C", "C", "C", "C", "N", "C", "N", "C", "C", "C", "C", "C", "C", "N", "H", "H", "H", "H", "H", "H", "H", "H", "H", "H", "H", "H", "H", "H", "H", "O", "P", "O", "O", "O", "P", "O", "O", "O", "H", "H", "N", "C", "C", "N", "C", "C", "H", "H", "H", "H", "H", "H", "H", "H", "H", "H", "H"],
  "coordinates": [[-0.021265, -1.826684, 1.240756], [3.716829, 0.454378, 1.256324], [2.402138, 0.493594, 1.863834], [2.238048, 1.506163, 2.908194], [0.771783, 1.614140, 3.166318], [-0.014330, 2.396315, 2.485607], [-1.301900, 2.063554, 2.897604], [-2.529191, 2.586348, 2.491189], [-3.670352, 2.037485, 3.035162], [-3.605284, 0.985652, 3.965550], [-2.400951, 0.471178, 4.394308], [-1.255204, 1.036119, 3.841231], [0.096179, 0.767631, 4.004851], [3.657257, -0.414023, 0.036540], [2.554534, -0.893094, -0.464071], [2.940031, -1.586915, -1.606288], [2.149958, -2.304079, -2.504073], [2.795210, -2.917802, -3.559339], [4.187663, -2.827403, -3.717681], [4.980255, -2.126496, -2.828324], [4.322767, -1.508910, -1.769643], [4.761106, -0.747078, -0.695268], [4.439329, 0.048576, 1.971033], [4.081599, 1.450405, 0.958218], [1.720802, 0.694078, 1.137375], [2.604009, 2.493959, 2.605125], [2.784570, 1.201719, 3.804418], [-2.573452, 3.391303, 1.768910], [-4.640153, 2.412372, 2.734018], [-4.524995, 0.556655, 4.340412], [-2.360249, -0.357002, 5.088796], [0.507600, 0.096560, 4.627100], [1.077685, -2.381095, -2.361208], [2.219777, -3.486484, -4.277699], [4.655901, -3.325342, -4.556596], [6.053103, -2.066765, -2.954012], [5.705666, -0.472066, -0.496517], [-4.881441, -1.216962, 1.425521], [-3.382277, -1.780482, 1.528422], [-3.212281, -2.657811, 2.696007], [-2.414592, -0.685024, 1.197942], [-3.330938, -2.775975, 0.174017], [-2.666388, -2.366678, -1.197279], [-3.117622, -3.569714, -2.135365], [-1.191057, -2.259142, -1.193702], [-3.421241, -1.099629, -1.710457], [-4.895968, -0.458232, 0.827731], [-4.049137, -3.794648, -2.019582], [-1.924457, 0.960631, -2.258795], [-1.514104, 1.515400, -0.953930], [-0.350984, 2.490658, -1.059452], [0.797405, 1.930156, -1.775466], [0.383834, 1.441103, -3.090301], [-0.764944, 0.447081, -3.012932], [-2.374649, 1.689347, -2.804261], [-2.842312, -0.274983, -1.954963], [-1.245914, 0.664314, -0.327445], [-2.384804, 1.965714, -0.473758], [-0.041856, 2.808707, -0.062362], [-0.665301, 3.388967, -1.604496], [1.170965, 1.140760, -1.253573], [1.241770, 0.982365, -3.586840], [0.091991, 2.310674, -3.690875], [-0.437433, -0.463141, -2.506933], [-1.102723, 0.149622, -4.009041]],
  "atomic_forces_ev_per_a": [[0.99, -0.34, 0.59], [-0.02, -0.04, -0.04], [-0.05, 0.06, 0.04], [0.00, -0.03, -0.02], [0.02, -0.02, 0.02], [-0.04, 0.00, 0.07], [0.01, 0.08, -0.10], [0.01, -0.02, 0.00], [0.03, -0.05, 0.02], [-0.07, 0.05, -0.01], [0.07, 0.01, -0.04], [-0.01, -0.06, 0.13], [-0.11, 0.06, -0.11], [0.03, 0.02, 0.00], [-0.01, 0.14, 0.00], [-0.24, -0.09, -0.01], [0.03, 0.01, 0.00], [0.04, 0.00, -0.01], [0.01, -0.02, -0.03], [-0.04, 0.03, 0.04], [0.11, 0.03, 0.02], [-0.06, -0.02, -0.03], [0.01, -0.01, -0.01], [0.00, 0.01, 0.02], [0.09, 0.03, -0.05], [-0.01, 0.01, -0.01], [-0.01, -0.03, 0.00], [0.02, 0.00, 0.00], [-0.01, -0.01, 0.01], [0.01, 0.00, 0.00], [0.00, 0.00, 0.00], [0.02, -0.03, 0.03], [0.00, 0.00, 0.01], [0.01, 0.00, 0.00], [-0.01, 0.00, -0.01], [0.00, 0.00, 0.00], [0.04, 0.01, 0.00], [-0.04, 0.00, 0.06], [-0.14, 0.21, -0.13], [0.06, 0.05, -0.02], [-0.55, 0.23, 0.07], [0.03, -0.01, -0.06], [-0.21, 0.17, -0.15], [-0.05, -0.05, -0.02], [-0.15, -0.13, -0.37], [-0.09, -0.28, 0.07], [0.02, -0.06, 0.03], [0.05, 0.00, -0.01], [0.13, 0.09, -0.06], [-0.01, -0.09, 0.02], [0.03, 0.04, -0.05], [-0.06, -0.05, -0.03], [0.06, 0.08, 0.03], [-0.04, -0.11, -0.07], [-0.03, 0.01, 0.00], [0.07, 0.12, 0.03], [0.03, -0.01, 0.08], [0.01, 0.02, -0.04], [-0.01, -0.03, 0.00], [-0.01, 0.00, 0.01], [0.03, 0.01, 0.04], [-0.01, -0.02, 0.00], [-0.01, -0.01, 0.00], [0.03, 0.01, 0.05], [-0.01, 0.05, 0.01]],
  "multiplicity": 1,
  "energy_ha": -2392.1606,
  "largest_force_ev_per_a": 1.21,
  "homo_ev": -8.452,
  "e_lumo_ha": -0.00621,
  "gap_ev": 8.28
}


Computed values of ΔE to the lowest compared entry with this formula, charge and spin (unit: kcal per mole) for the preceding records, in sequence: 11.5; 41.1; 14.5; 24.1; 0.0; 2.0.